Entry 1:
Formula: C28H30N6O5ReS3
Source: the Open Molecules 2025 dataset
Level of theory: the ωB97M-V functional and the def2-TZVPD basis

Total energy: -3062.58274 a.u.
Kohn-Sham gap (alpha / beta): 6.11 / 6.22 eV
Spin multiplicity: 2
M: 812.99 u
Energy relative to the best compared isomer or geometry (same formula, charge and spin): 1.448 eV

Positions of all 73 atoms, in Å:
Re (0.3101, 0.0605, 0.3503)
N (1.1492, 0.3223, -3.9202)
C (0.8209, 0.5456, -2.6090)
S (1.7179, -0.3751, -1.3773)
N (-0.1054, 1.3745, -2.3175)
N (-0.3457, 1.4057, -0.9273)
C (-0.9753, 2.5075, -0.5006)
C (-1.4919, 3.5601, -1.4060)
C (-1.0588, 4.8762, -1.2826)
C (-1.5727, 5.8700, -2.1066)
C (-2.5261, 5.5548, -3.0619)
C (-2.9617, 4.2414, -3.1946)
C (-2.4468, 3.2514, -2.3745)
C (-1.0951, 2.5530, 0.8884)
C (-1.7820, 3.5705, 1.5967)
C (-1.8561, 3.5264, 2.9500)
C (-1.2217, 2.4572, 3.6230)
C (-0.5707, 1.4989, 2.9171)
N (-0.4991, 1.4877, 1.5405)
H (2.0744, -0.0345, -4.0898)
H (0.8219, 1.0186, -4.5717)
H (-0.3071, 5.1198, -0.5412)
H (-1.2233, 6.8894, -2.0026)
H (-2.9279, 6.3276, -3.7049)
H (-3.7037, 3.9896, -3.9425)
H (-2.7736, 2.2255, -2.4847)
H (-2.2485, 4.3650, 1.0319)
H (-2.3874, 4.2900, 3.5025)
H (-1.2499, 2.3803, 4.7010)
H (-0.0951, 0.6772, 3.4149)
O (1.1310, -2.3145, 5.3873)
C (2.2982, -1.7051, 5.1044)
C (3.2877, -1.7196, 6.0871)
C (4.5051, -1.1109, 5.8584)
C (4.7654, -0.4736, 4.6461)
C (3.7868, -0.4581, 3.6729)
C (2.5468, -1.0674, 3.8817)
C (1.5426, -1.0120, 2.8014)
O (1.8556, -0.4387, 1.6973)
N (0.3701, -1.5572, 3.0100)
N (-0.4545, -1.4173, 1.8647)
C (-1.3939, -2.3106, 1.8850)
S (-1.5507, -3.3800, 3.2683)
C (-2.8479, -4.4163, 2.5614)
C (-3.6698, -3.5551, 1.6262)
S (-2.5133, -2.6449, 0.5889)
H (0.5515, -2.2222, 4.6017)
H (3.0703, -2.2192, 7.0224)
H (5.2620, -1.1327, 6.6335)
H (5.7205, 0.0026, 4.4700)
H (3.9555, 0.0271, 2.7217)
H (-3.4475, -4.8048, 3.3844)
H (-2.3985, -5.2514, 2.0250)
H (-4.2994, -2.8591, 2.1806)
H (-4.2954, -4.1537, 0.9646)
C (-2.8443, -1.3936, -4.1575)
C (-1.8253, -1.6076, -3.0570)
C (-1.6308, -3.0683, -2.7207)
O (-2.0257, -0.8991, -1.7848)
H (-2.4508, -1.8970, -5.0438)
H (-2.9736, -0.3401, -4.3969)
H (-3.8135, -1.8256, -3.9209)
H (-0.8807, -1.1863, -3.3936)
H (-2.5827, -3.5492, -2.4790)
H (-0.9536, -3.1848, -1.8758)
H (-1.1964, -3.5785, -3.5817)
C (-5.2829, 0.4929, -1.6610)
O (-4.1330, -0.2315, -2.1227)
C (-3.0664, -0.2444, -1.3027)
O (-3.0323, 0.2735, -0.2238)
H (-5.4952, 1.2760, -2.3863)
H (-5.0910, 0.9232, -0.6833)
H (-6.1180, -0.2029, -1.6175)

Löwdin atomic charge list, values in e, 2 entries: atom 1 (Re): 1.219, atom 2 (N): 0.067

Entry 2:
Formula: C28H30N6S2Ti
Source: the Open Molecules 2025 dataset
Level of theory: the ωB97M-V functional and the def2-TZVPD basis

Net charge: -2
Total energy: -3059.36100 a.u.
Kohn-Sham gap (alpha / beta): 3.95 / 5.81 eV
Spin multiplicity: 3
M: 562.59 u
Energy relative to the best compared isomer or geometry (same formula, charge and spin): 0.000 eV

Positions of all 67 atoms, in Å:
Ti (0.2708, 0.0043, -0.2016)
C (-0.5370, -2.7316, 1.4211)
C (0.2808, -2.2565, 2.6234)
C (0.1023, -0.8246, 3.0604)
C (-0.1239, -0.5684, 4.4110)
C (-0.2688, 0.7321, 4.8551)
C (-0.1833, 1.7578, 3.9333)
C (0.0411, 1.4299, 2.6083)
N (0.1869, 0.1729, 2.1732)
N (0.0003, -2.3479, 0.1226)
C (-0.9558, -2.6661, -0.9523)
C (-0.4715, -2.0665, -2.2316)
C (-0.5826, -2.7056, -3.4337)
C (-0.1769, -2.0805, -4.6264)
C (0.3556, -0.7827, -4.4932)
C (0.4640, -0.1957, -3.2654)
N (0.0712, -0.7981, -2.0841)
C (1.3225, -2.9269, -0.1638)
C (2.4350, -2.0975, 0.4056)
C (3.5561, -2.6644, 0.9395)
C (4.5956, -1.8616, 1.4785)
C (4.3543, -0.4679, 1.4633)
C (3.2099, 0.0395, 0.9215)
N (2.2139, -0.7346, 0.3447)
H (-1.5496, -2.3279, 1.4833)
H (-0.6021, -3.8324, 1.4753)
H (1.3443, -2.4403, 2.4526)
H (-0.0074, -2.8828, 3.4711)
H (-0.1990, -1.4005, 5.0990)
H (-0.4583, 0.9374, 5.9019)
H (-0.3135, 2.7944, 4.2105)
H (0.0935, 2.1824, 1.8346)
H (-1.9151, -2.2073, -0.6903)
H (-1.0892, -3.7541, -1.0563)
H (-1.0178, -3.6992, -3.4440)
H (-0.2862, -2.5619, -5.5882)
H (0.6883, -0.2209, -5.3586)
H (0.8742, 0.7951, -3.1455)
H (1.4163, -2.9578, -1.2525)
H (1.3859, -3.9625, 0.2030)
H (3.6204, -3.7480, 0.9515)
H (5.4896, -2.2906, 1.9081)
H (5.0698, 0.2304, 1.8834)
H (3.0325, 1.1072, 0.9238)
S (-3.5472, -0.4209, -2.0044)
C (-3.5590, 0.3090, -0.4867)
S (-2.1775, 0.2851, 0.6037)
C (-4.7043, 0.9523, 0.0327)
C (-4.7384, 1.5910, 1.3018)
N (-4.8383, 2.1226, 2.3254)
C (-5.9321, 0.9908, -0.6827)
N (-6.9616, 1.0624, -1.2054)
C (-0.1593, 4.0920, -0.1523)
C (0.0854, 3.0630, -1.2675)
C (-1.2430, 2.8047, -1.9828)
C (1.0850, 3.6633, -2.2680)
C (0.6365, 1.7825, -0.6707)
H (-0.5154, 5.0441, -0.5644)
H (0.7618, 4.2861, 0.4077)
H (-0.9194, 3.7196, 0.5380)
H (-1.6230, 3.7261, -2.4398)
H (-1.9893, 2.4346, -1.2799)
H (-1.1342, 2.0486, -2.7627)
H (0.6960, 4.5910, -2.7047)
H (1.2846, 2.9638, -3.0824)
H (2.0371, 3.8861, -1.7764)
H (1.7190, 1.8819, -0.4505)

Löwdin atomic charge list, values in e, 2 entries: atom 1 (Ti): 0.759, atom 2 (C): -0.190

Entry 3:
Formula: C28H31As2BrF6N4O11SSe3SnTe
Source: the Open Molecules 2025 dataset
Level of theory: the ωB97M-V functional and the def2-TZVPD basis

Net charge: -2
Total energy: -17861.99425 a.u.
Kohn-Sham gap: 4.60 eV
M: 1458.57 u
Energy relative to the best compared isomer or geometry (same formula, charge and spin): 2.437 eV

Positions of all 89 atoms, in Å:
Sn (-0.4820, 0.4309, -0.1812)
Br (2.9524, 2.7785, 1.1199)
C (3.3500, 2.0499, -0.5851)
C (4.4932, 2.4625, -1.2482)
C (4.7215, 1.9147, -2.5027)
C (3.8050, 1.0141, -3.0235)
C (2.6853, 0.6756, -2.2677)
N (2.4867, 1.1841, -1.0565)
C (1.6445, -0.3020, -2.8589)
O (2.0438, -0.9400, -3.8408)
O (0.5080, -0.3966, -2.2995)
H (5.1566, 3.1882, -0.7994)
H (5.6023, 2.2004, -3.0651)
H (3.9203, 0.5560, -3.9948)
Se (-0.9625, -4.2704, 1.4957)
Se (-2.8246, -3.4516, 0.4147)
Te (-2.1665, -2.2371, -1.6482)
Se (-2.8372, 0.1794, -1.2336)
C (0.2281, 2.5911, 3.3895)
O (0.9313, 1.3755, 3.1232)
C (1.6262, 0.8383, 4.1119)
O (1.6965, 1.3198, 5.2231)
C (2.3425, -0.4071, 3.6871)
C (2.8572, -1.1537, 4.6649)
As (3.9911, -2.7195, 4.4341)
C (3.1186, -3.9101, 5.7193)
C (3.2364, -3.4181, 2.7753)
C (2.6716, -2.7070, 1.8070)
As (2.3561, -0.7601, 1.7427)
C (4.3239, -0.4886, 1.4937)
C (2.4862, -3.3929, 0.4804)
O (2.8504, -4.5272, 0.2657)
O (2.0446, -2.5560, -0.4381)
C (1.8303, -3.0847, -1.7612)
C (3.5065, -4.8964, 2.7117)
O (2.7616, -5.7105, 3.1786)
O (4.7466, -5.2917, 2.3297)
C (5.6226, -4.3719, 1.6801)
C (2.6252, -0.8788, 6.1234)
O (1.6860, -1.3196, 6.7238)
O (3.6422, -0.3121, 6.8132)
C (4.6324, 0.4246, 6.0957)
H (-0.1886, 2.9099, 2.4376)
H (0.9136, 3.3467, 3.7747)
H (-0.5620, 2.4200, 4.1196)
H (3.2734, -3.5242, 6.7251)
H (3.5543, -4.9031, 5.6396)
H (2.0529, -3.9664, 5.5105)
H (4.8776, -1.1089, 2.1987)
H (4.6083, 0.5517, 1.6316)
H (4.5789, -0.7877, 0.4752)
H (1.1841, -2.3790, -2.2696)
H (1.3439, -4.0536, -1.6924)
H (2.7851, -3.1672, -2.2832)
H (6.3445, -4.9727, 1.1325)
H (6.1486, -3.7539, 2.4109)
H (5.0878, -3.7373, 0.9781)
H (5.1786, 0.9959, 6.8422)
H (4.1719, 1.1117, 5.3871)
H (5.3232, -0.2389, 5.5722)
C (-0.2690, -3.1743, 5.3037)
C (-0.6203, -1.7130, 5.5869)
C (-1.2572, -1.0363, 4.4102)
N (-0.7273, -0.8365, 3.2653)
N (-1.5117, -0.1478, 2.3846)
C (-2.6630, 0.1942, 2.8782)
N (-3.5686, 0.9787, 2.2380)
S (-2.8848, -0.3547, 4.5208)
H (0.1972, -3.6243, 6.1840)
H (0.4044, -3.2536, 4.4520)
H (-1.1608, -3.7445, 5.0427)
H (0.2845, -1.1633, 5.8598)
H (-1.3048, -1.6510, 6.4352)
H (-3.4183, 1.0819, 1.2402)
H (-4.5252, 0.9300, 2.5337)
C (0.5767, 4.5437, -1.4479)
C (-0.6290, 3.8815, -0.7564)
O (-0.3302, 2.6877, -0.1886)
C (-1.1169, 4.8349, 0.3715)
F (-1.5009, 6.0656, -0.0663)
F (-2.1531, 4.3374, 1.0674)
F (-0.1233, 5.0561, 1.2628)
C (-1.7570, 3.7686, -1.8182)
F (-2.9255, 3.3451, -1.3085)
F (-1.3938, 2.9275, -2.7936)
F (-2.0287, 4.9627, -2.4291)
H (1.3585, 4.7002, -0.7069)
H (0.3058, 5.5010, -1.8957)
H (0.9433, 3.8658, -2.2181)

Löwdin atomic charge list, values in e, 2 entries: atom 1 (Sn): 0.904, atom 2 (Br): 0.840

Q: Among the records above, which one has the lowest energy relative to the best compared isomer or geometry (same formula, charge and spin)?
A: C28H30N6S2Ti

Q: The highest total energy belongs to which entry?
A: C28H30N6S2Ti

Q: Look up the total energy of the first one.
A: -3062.58274 a.u.